No. 1
32
Properties=species:S:1:pos:R:3:forces:R:3 method="wB97M-V/def2-TZVPD" total_charge=-1
C 3.0115 -1.9879 1.0600 -0.785 0.061 -0.045
C 4.1797 -1.1792 0.5701 1.012 -0.291 0.464
O 5.2520 -1.2710 1.1164 -0.196 0.015 -0.264
O 4.0471 -0.3787 -0.5209 -0.243 0.109 0.440
C 3.2246 0.8038 -0.2856 -0.214 -0.278 -0.988
C 1.8094 0.5590 -0.7728 -0.330 0.187 0.758
C 0.8451 1.7281 -0.4782 -0.085 -0.506 0.285
C -0.5384 1.1976 -0.1544 -0.173 -0.308 0.529
C -1.2752 1.7205 0.9362 0.323 -0.304 -0.362
C -2.4998 1.2115 1.2638 -0.035 0.416 0.435
C -3.0710 0.1376 0.5581 0.061 0.482 0.149
N -4.2798 -0.3561 0.9589 0.455 -0.315 -0.475
C -4.6835 -1.3696 0.2437 -0.517 -0.162 0.098
C -3.9769 -1.9001 -0.8636 0.081 -0.172 -0.042
N -2.8266 -1.4427 -1.2706 -0.138 0.147 0.329
C -2.3472 -0.3932 -0.5387 0.092 -0.037 -0.003
C -1.1042 0.1630 -0.8650 0.882 -0.152 0.226
H 2.2113 -1.3374 1.4240 0.067 0.064 -0.068
H 2.5597 -2.5957 0.2741 0.125 0.146 -0.144
H 3.2930 -2.6385 1.8825 0.303 0.087 -0.045
H 3.6913 1.5914 -0.8774 0.117 0.035 0.177
H 3.2721 1.0721 0.7718 -0.089 0.023 -0.004
H 1.4304 -0.3087 -0.2319 0.000 -0.082 -0.132
H 1.7714 0.3079 -1.8329 0.278 0.045 -0.014
H 1.1704 2.3318 0.3769 0.179 -0.120 -0.009
H 0.7756 2.3878 -1.3384 -0.085 0.066 -0.017
H -0.8367 2.5346 1.5020 -0.142 0.040 0.034
H -3.0496 1.6405 2.0933 -0.101 -0.132 -0.016
H -5.6272 -1.8348 0.5192 -0.012 0.063 -0.001
H -4.3950 -2.7522 -1.3924 -0.029 0.041 -0.036
H -0.5471 -0.2569 -1.6913 -0.246 -0.075 -0.120
Br -1.4866 2.6155 -2.4370 -0.556 0.908 -1.137

***

No. 2
60
Properties=species:S:1:pos:R:3:forces:R:3 method="wB97M-V/def2-TZVPD" de_lowest_kcal_mol=31.34 total_charge=0
C 2.2545 -1.2037 0.1035 -0.114 0.014 0.071
C 2.2525 0.3223 0.1418 0.147 -0.033 -0.037
C 2.9905 0.8799 -1.0718 -0.005 0.001 -0.023
C 2.8982 0.8483 1.4370 -0.022 0.152 -0.051
N 1.9522 1.2530 2.4596 -0.014 -0.075 0.075
N 1.0480 2.2773 2.1526 0.024 -0.020 -0.029
C -0.0232 2.1244 3.0192 0.027 0.026 0.013
C -1.1440 3.1194 3.0048 -0.015 -0.009 0.007
C -2.4289 2.3356 3.2401 -0.033 0.029 -0.009
O -2.9195 2.2271 4.3484 0.008 -0.010 -0.011
N -2.9313 1.7009 2.1550 0.042 -0.013 0.016
C -2.2737 1.3393 0.8841 -0.016 -0.035 -0.037
C -2.8879 -0.0752 0.9966 0.037 -0.003 0.015
C -1.8901 -1.1934 1.3067 -0.031 -0.007 -0.027
N -1.5988 -2.0834 0.1808 0.020 0.030 0.014
C -1.6933 -3.5101 0.4496 0.001 0.009 0.017
C -1.0104 -1.5459 -0.9122 -0.062 0.006 0.006
O -0.8373 -0.3288 -0.9799 -0.022 -0.001 0.002
C -0.6080 -2.5049 -2.0172 0.010 -0.038 0.003
C -0.0192 -1.9921 -3.3309 -0.011 -0.006 0.003
O 0.2674 -2.8103 -4.1868 -0.002 0.001 0.007
N 0.1349 -0.6641 -3.4852 0.000 0.007 0.005
C 0.5708 -0.1250 -4.7365 0.008 0.012 0.004
C 1.2187 1.2214 -4.7112 0.022 0.007 0.021
C 2.0391 -0.0069 -5.0058 -0.007 0.002 -0.006
C -3.6646 0.4337 2.2396 -0.045 0.009 -0.021
C 0.0900 0.9780 3.7149 -0.011 -0.020 -0.030
C 1.3357 0.3367 3.3077 -0.019 -0.027 -0.006
O 1.7835 -0.7694 3.5589 0.007 0.016 0.003
H 3.2795 -1.5833 0.0949 -0.003 -0.009 0.003
H 1.7538 -1.6231 0.9788 0.001 -0.008 -0.002
H 1.7567 -1.5619 -0.8001 0.043 0.003 0.002
H 1.2167 0.6724 0.1133 0.035 0.005 -0.009
H 4.0513 0.6159 -1.0320 0.000 0.002 -0.003
H 2.5867 0.4690 -1.9979 -0.037 -0.009 -0.006
H 2.9182 1.9688 -1.1218 0.002 0.000 0.008
H 3.5189 0.0847 1.9059 0.006 0.008 0.000
H 3.5396 1.7079 1.2238 -0.004 -0.002 -0.004
H 1.4800 3.1951 2.1309 -0.001 -0.016 0.007
H -1.0402 3.8424 3.8126 -0.011 0.000 0.002
H -1.1615 3.6462 2.0491 0.014 -0.009 0.000
H -2.6428 1.9274 0.0439 0.002 0.000 -0.006
H -1.1865 1.3647 0.8924 0.012 -0.002 0.013
H -3.5172 -0.3644 0.1567 -0.015 0.014 0.010
H -0.9578 -0.7659 1.6881 0.022 0.011 0.025
H -2.2962 -1.8292 2.0938 -0.001 0.004 -0.001
H -1.6774 -4.0882 -0.4667 0.005 -0.012 -0.028
H -0.8753 -3.8483 1.0915 0.002 0.003 -0.001
H -2.6362 -3.7147 0.9556 0.005 -0.003 -0.004
H 0.1194 -3.2190 -1.6241 -0.004 -0.003 0.000
H -1.4708 -3.1037 -2.3145 -0.011 -0.001 0.016
H -0.1841 -0.0712 -2.7278 -0.003 -0.006 -0.012
H -0.0631 -0.3776 -5.5766 -0.007 0.011 -0.011
H 1.0017 1.9069 -5.5174 -0.003 -0.002 -0.008
H 1.3456 1.6867 -3.7423 0.012 0.007 0.002
H 2.7033 -0.3686 -4.2335 0.005 0.008 0.005
H 2.3796 -0.1684 -6.0182 -0.002 -0.006 0.000
H -3.4807 -0.0919 3.1790 0.014 -0.005 -0.002
H -4.7393 0.5456 2.0975 -0.005 -0.002 0.012
H -0.6280 0.5618 4.4014 0.005 -0.005 -0.002

***

Number 1: frontier orbital gap 6.390 eV, HOMO -3.62 eV. Number 2: frontier orbital gap 9.277 eV, HOMO -8.75 eV.